[1]
Here is a structure of composition C25H24GaINOSi at a distorted geometry from OMol25. Energies are from wB97M-V/def2-TZVPD.

Calculated values
ΔE to the lowest compared entry with this formula, charge and spin, kJ/mol: 0.0
Net charge: +1
HOMO level, Ha: -0.3986
HOMO-LUMO gap, eV: 7.884
Molar mass, g mol⁻¹: 579.19

CARTESIAN COORDINATES (ANGSTROEM)
Ga  -0.1005  0.4340  0.0198
I  -1.2593  2.4302  -1.4370
C  0.7500  2.7253  -2.1222
C  0.9993  3.8598  -2.8476
C  2.3002  4.0772  -3.3650
C  3.2855  3.1607  -3.1573
C  3.0523  1.9936  -2.3948
C  4.0890  1.0451  -2.1679
C  3.8522  -0.0740  -1.4360
C  2.5746  -0.2763  -0.8481
C  1.5228  0.6055  -1.0071
C  1.7499  1.7467  -1.8343
H  0.2079  4.5814  -3.0340
H  2.4831  4.9666  -3.9415
H  4.2697  3.3210  -3.5807
H  5.0538  1.2164  -2.6213
H  4.6316  -0.8036  -1.2804
H  2.4524  -1.1483  -0.2185
C  0.8392  2.5218  2.1296
Si  0.1342  1.1148  3.0958
C  1.5277  0.2778  3.9822
C  -1.2237  1.6981  4.1946
N  -0.4816  0.0873  1.7760
C  -1.0535  -1.1912  1.9668
C  -1.2358  -1.8430  3.1924
C  -1.7447  -3.1373  3.2602
C  -2.0900  -3.8206  2.1081
C  -1.9462  -3.2107  0.8664
C  -1.4517  -1.9225  0.8404
O  -1.2378  -1.2275  -0.3746
C  -1.8831  -1.6672  -1.5608
C  -1.0897  -2.1567  -2.5861
C  -1.7250  -2.6065  -3.7375
C  -3.1097  -2.5679  -3.8476
C  -3.8885  -2.0833  -2.7964
C  -3.2729  -1.6326  -1.6355
H  1.3039  3.2369  2.8006
H  0.0930  3.0755  1.5472
H  1.6228  2.1838  1.4458
H  2.0301  0.9671  4.6627
H  2.2539  -0.0016  3.2145
H  1.2656  -0.6255  4.5339
H  -0.8279  2.4493  4.8770
H  -1.7316  0.9202  4.7545
H  -1.9696  2.1854  3.5650
H  -0.9361  -1.3274  4.0969
H  -1.8656  -3.6008  4.2294
H  -2.4765  -4.8323  2.1649
H  -2.2167  -3.6954  -0.0532
H  -0.0113  -2.1808  -2.4637
H  -1.1275  -2.9864  -4.5503
H  -3.5830  -2.9198  -4.7499
H  -4.9571  -2.0695  -2.8840
H  -3.8484  -1.2731  -0.7913

Forces on atoms 1 to 6 (eV/Å):
Ga 0.0 -0.4 0.0
I 0.4 0.0 -0.1
C 0.2 0.1 -0.1
C -0.1 -0.2 0.1
C -0.4 -0.1 0.1
C 0.0 0.0 0.0

Here are the Löwdin charges for atoms 1 to 6, given in e: atom 1 (Ga): 0.4110, atom 2 (I): 1.2308, atom 3 (C): -0.5260, atom 4 (C): -0.1260, atom 5 (C): -0.0533, atom 6 (C): -0.0148

[2]
Here is a structure of composition C17H21I2N2PtSSi from OMol25. Energies are from wB97M-V/def2-TZVPD.

Calculated values
ΔE to the lowest compared entry with this formula, charge and spin, kJ/mol: 11.9
Net charge: +1
HOMO level, Ha: -0.3679
HOMO-LUMO gap, eV: 5.943
Molar mass, g mol⁻¹: 762.41

CARTESIAN COORDINATES (ANGSTROEM)
Pt  -1.1008  -0.7605  -1.0852
I  -2.0654  -3.2095  -0.6423
C  -2.4651  -3.3367  -2.7229
I  -1.7690  -1.5141  -3.5616
H  -3.5317  -3.4253  -2.8884
H  -1.9065  -4.1601  -3.1508
S  0.1125  3.5724  -1.5628
C  -0.7818  2.1910  -1.1502
N  -0.2757  1.0512  -1.5298
C  0.9374  1.2250  -2.2116
C  1.7454  0.2262  -2.7553
C  2.9026  0.6082  -3.3955
C  3.2689  1.9584  -3.4957
C  2.4770  2.9506  -2.9628
C  1.3011  2.5660  -2.3197
H  -1.7102  2.2600  -0.6050
H  1.4716  -0.8154  -2.6583
H  3.5481  -0.1477  -3.8213
H  4.1909  2.2238  -3.9942
H  2.7566  3.9923  -3.0387
C  -3.5386  0.2371  0.9065
Si  -1.9421  0.1465  1.8847
C  -1.5770  1.8594  2.5493
C  -2.2526  -1.0403  3.2888
N  -0.6718  -0.4837  0.8321
C  0.6479  -0.7419  1.2365
C  1.5375  -1.4790  0.4448
C  2.8370  -1.7320  0.8580
C  3.2872  -1.2950  2.0923
C  2.4125  -0.5797  2.8982
C  1.1248  -0.2940  2.4781
H  -4.3145  0.6864  1.5315
H  -3.8879  -0.7600  0.6284
H  -3.4813  0.8314  -0.0109
H  -2.4496  2.2758  3.0578
H  -1.3014  2.5470  1.7482
H  -0.7539  1.8638  3.2633
H  -3.1189  -0.7151  3.8706
H  -1.4103  -1.1318  3.9736
H  -2.4745  -2.0376  2.9007
H  1.2023  -1.8749  -0.5068
H  3.4953  -2.2970  0.2096
H  4.2950  -1.5060  2.4214
H  2.7388  -0.2222  3.8666
H  0.4899  0.2871  3.1288

Forces on atoms 1 to 6 (eV/Å):
Pt 0.1 -0.1 -0.2
I 0.1 0.3 0.1
C 0.0 -0.1 0.0
I 0.0 0.1 -0.1
H 0.0 0.0 0.0
H 0.0 0.0 0.0

Here are the Löwdin charges for atoms 1 to 6, given in e: atom 1 (Pt): 0.4588, atom 2 (I): 1.0359, atom 3 (C): -1.0280, atom 4 (I): 0.9641, atom 5 (H): -0.0128, atom 6 (H): -0.0142

[3]
Here is a cluster of 3 separate species, C22H46F9OS2 in total at a distorted geometry from OMol25. Energies are from wB97M-V/def2-TZVPD.

Calculated values
ΔE to the lowest compared entry with this formula, charge and spin, kJ/mol: 283.7
Net charge: +1
HOMO level, Ha: -0.4638
HOMO-LUMO gap, eV: 9.362
Molar mass, g mol⁻¹: 561.73

CARTESIAN COORDINATES (ANGSTROEM)
C  -1.4325  1.2417  3.5015
O  -2.5479  1.8044  2.7488
C  -2.4512  1.3014  1.4024
C  -3.8771  1.3143  0.6622
C  -3.7468  1.3208  -0.9289
S  -3.0250  2.9173  -1.5791
C  -1.3254  2.4949  -2.2116
C  -0.1293  3.1974  -1.4122
C  1.2103  2.3001  -1.5824
C  1.0535  1.0792  -0.5879
C  1.5654  -0.3388  -1.1578
F  2.8816  -0.4633  -0.5800
F  1.5808  -0.3569  -2.5882
C  0.5291  -1.4075  -0.6320
F  -0.7214  -1.1011  -1.2270
F  0.3212  -1.2233  0.7494
S  0.8560  -3.2046  -0.9225
F  2.2671  -2.9842  -1.7240
F  1.5926  -3.2976  0.5509
F  -0.6455  -3.5387  -0.2438
F  0.0600  -3.1499  -2.4000
F  1.0454  -4.8270  -1.1314
H  -0.4206  1.5017  3.0537
H  -1.5343  1.6300  4.5684
H  -1.5758  0.1122  3.4937
H  -1.7187  1.9566  0.8308
H  -2.0547  0.2391  1.3744
H  -4.3916  0.3401  0.9638
H  -4.4924  2.1902  1.0548
H  -3.1137  0.4337  -1.2561
H  -4.7545  1.2067  -1.4467
H  -2.9397  3.8137  -0.5223
H  -1.2347  2.8295  -3.2969
H  -1.2100  1.3662  -2.1487
H  0.0807  4.2419  -1.7882
H  -0.3955  3.2610  -0.2998
H  2.0676  2.9819  -1.2785
H  1.2732  2.0674  -2.6831
H  -0.0189  1.0391  -0.2298
H  1.6745  1.3230  0.3410
C  8.4285  2.8297  -3.5847
C  7.4384  2.0300  -4.4217
C  5.9883  2.4763  -4.2317
C  5.4356  2.3092  -2.8135
C  5.4881  0.8851  -2.2580
C  4.6500  -0.1035  -3.0583
H  8.2442  2.7078  -2.5149
H  9.4485  2.4937  -3.7837
H  8.3709  3.8944  -3.8254
H  7.5444  0.9641  -4.1981
H  7.7011  2.1483  -5.4779
H  5.3561  1.9268  -4.9368
H  5.9019  3.5321  -4.5130
H  4.3945  2.6559  -2.8051
H  5.9770  2.9721  -2.1307
H  5.1170  0.9010  -1.2276
H  6.5211  0.5320  -2.2042
H  3.6073  0.2122  -3.0811
H  4.6934  -1.0957  -2.6034
H  5.0118  -0.1978  -4.0848
C  -2.4513  -3.4988  3.3717
C  -3.8668  -3.8387  2.9225
C  -4.7716  -2.6123  2.8003
C  -5.0128  -1.8450  4.1037
C  -5.6165  -2.6695  5.2412
C  -7.0009  -3.2168  4.9184
H  -2.4402  -3.0515  4.3683
H  -1.8399  -4.4031  3.4096
H  -1.9784  -2.8005  2.6743
H  -4.3040  -4.5712  3.6068
H  -3.8127  -4.3281  1.9444
H  -5.7321  -2.9253  2.3786
H  -4.3343  -1.9202  2.0686
H  -5.6748  -0.9979  3.8890
H  -4.0700  -1.4075  4.4494
H  -5.6930  -2.0323  6.1280
H  -4.9505  -3.4925  5.5139
H  -7.6961  -2.4055  4.6871
H  -7.3976  -3.7674  5.7739
H  -6.9762  -3.9023  4.0679

Forces on atoms 1 to 6 (eV/Å):
C -0.5 -0.3 0.7
O 1.0 -1.1 -1.2
C -0.6 0.3 -0.6
C 0.4 -0.2 0.6
C -0.6 -0.9 1.2
S -0.2 -0.4 -0.8

Here are the Löwdin charges for atoms 1 to 6, given in e: atom 1 (C): -0.0822, atom 2 (O): -0.2039, atom 3 (C): -0.2452, atom 4 (C): -0.1732, atom 5 (C): -0.3360, atom 6 (S): 1.0902